1.
DFT (ωB97M-V with the def2-TZVPD basis set) results for C16H27BF2MnN9OS as an isolated structure.

Calculated values
Net charge ... +1
<S²> ... 8.757
Kohn-Sham gap (alpha / beta) ... 7.90 / 8.14 eV
Multiplicity ... 6
LUMO energy (alpha / beta) ... -2.7 / -2.8 eV

Geometry as XYZ:
```
58
Properties=species:S:1:pos:R:3:forces:R:3
Mn 1.34840 -0.31273 -0.55514 0.057 -0.099 0.200
N -2.04035 0.07782 0.09041 0.222 0.199 0.281
C -2.71649 1.38750 -0.22308 0.007 0.036 0.031
C -2.65304 2.27860 1.01793 0.030 -0.026 -0.007
C -1.21352 2.68110 1.36467 0.020 -0.051 0.017
N -0.47411 1.47851 1.79305 -0.122 -0.035 -0.119
C -0.53784 3.34885 0.16743 -0.016 0.008 -0.010
C -0.66389 2.64366 -1.18751 -0.008 0.000 0.005
N 0.39724 1.62063 -1.40312 0.014 0.013 -0.034
C -2.05941 2.05880 -1.42319 -0.007 0.029 0.017
H -2.66123 -0.55899 0.58833 -0.002 -0.029 0.030
H -1.21357 0.32999 0.74697 -0.205 -0.066 -0.119
H -1.69452 -0.40082 -0.74469 0.022 -0.006 0.022
H -3.75085 1.15751 -0.47597 -0.004 0.006 0.006
H -3.12176 1.78084 1.87149 0.008 -0.009 -0.007
H -3.24515 3.17309 0.81763 -0.009 0.004 -0.001
H -1.24706 3.42091 2.16894 -0.025 0.020 -0.008
H -0.69254 1.24106 2.75581 -0.014 -0.018 -0.029
H 0.53583 1.58982 1.72675 -0.041 0.004 -0.006
H 0.51793 3.52360 0.39080 0.002 0.002 -0.006
H -0.99246 4.33595 0.05652 0.002 0.000 -0.002
H -0.52311 3.41680 -1.94749 0.000 -0.012 -0.012
H 1.29591 2.09921 -1.33711 -0.001 -0.004 0.027
H 0.34305 1.34275 -2.38229 0.030 0.021 0.007
H -2.04484 1.37878 -2.28063 0.007 -0.004 -0.008
H -2.72199 2.87983 -1.70521 0.005 -0.002 -0.007
N 0.51003 -1.35598 1.07274 0.255 -0.247 -0.101
C 0.02995 -2.12582 1.80147 -0.185 0.362 0.156
C -0.69208 -2.97284 2.61298 -0.007 -0.118 -0.066
C -0.44775 -3.02336 4.00711 0.040 -0.043 0.014
N -0.21381 -3.01760 5.13464 -0.023 0.008 -0.008
C -1.71665 -3.67192 1.93251 0.076 0.127 0.109
N -2.52432 -4.13001 1.24654 -0.036 -0.121 -0.129
C 4.09837 -0.56446 1.80373 0.005 -0.008 0.001
S 3.80878 1.04681 1.09265 0.012 0.003 -0.027
C 4.12313 2.03638 2.54297 0.008 -0.002 0.008
O 2.29363 1.14694 0.90185 -0.022 0.010 0.033
H 5.14329 -0.62116 2.10806 -0.002 -0.005 0.003
H 3.90788 -1.29940 1.02323 0.005 -0.003 -0.002
H 3.43053 -0.71244 2.65151 -0.001 0.004 0.001
H 5.17602 1.93843 2.80522 0.000 0.002 0.002
H 3.48560 1.69830 3.35855 -0.001 0.002 -0.001
H 3.90775 3.07113 2.28556 -0.001 0.000 0.001
F 3.05127 0.57460 -2.83834 0.041 -0.060 0.021
B 3.17811 -0.39097 -1.87253 -0.177 0.221 -0.348
F 4.32629 -1.05101 -2.00096 0.011 -0.082 0.155
N -2.19770 -4.57287 -1.95130 0.023 -0.067 0.088
C -1.52121 -3.50103 -2.39238 0.121 0.027 0.023
C -0.94282 -2.57978 -1.48571 0.017 -0.068 -0.023
N -0.25943 -1.52707 -1.90457 0.092 -0.065 -0.044
C -0.12233 -1.35712 -3.23016 -0.053 0.027 -0.024
C -0.70158 -2.25646 -4.10756 0.006 0.005 -0.013
N -1.39664 -3.31276 -3.70900 -0.034 -0.003 0.011
H -2.23286 -4.80857 -0.96798 -0.117 0.117 -0.091
H -2.53085 -5.23408 -2.63145 -0.007 -0.013 0.010
H -1.02838 -2.74822 -0.42110 -0.021 0.025 -0.029
H 0.47859 -0.52888 -3.58262 0.007 -0.019 0.002
H -0.59140 -2.12189 -5.17697 -0.004 0.001 -0.001
```
Forces are in eV/Å.

=====

2.
DFT (ωB97M-V with the def2-TZVPD basis set) results for C6H12O in the gas phase in a non-equilibrium geometry.

Calculated values
Kohn-Sham gap ... 9.10 eV
Structure (SMILES) ... C=C(O)CCCC
LUMO energy ... 0.9 eV

Geometry as XYZ:
```
19
Properties=species:S:1:pos:R:3:forces:R:3
C 2.06998 -0.32912 -0.72795 0.783 1.189 0.300
C 1.23100 0.35268 0.06709 1.100 0.937 -0.554
O 1.29555 0.32028 1.41877 0.178 -0.232 0.067
C 0.12993 1.26667 -0.40633 0.241 0.203 -0.121
C -1.23820 1.06630 0.25931 0.221 -0.141 0.061
C -1.72048 -0.35451 -0.05079 0.144 -0.119 -0.164
C -0.60658 -1.39615 0.20430 0.058 -0.618 -0.345
H 2.81373 -0.99754 -0.30220 0.000 0.112 -0.101
H 2.09271 -0.12387 -1.78780 -0.171 -0.262 -0.029
H 0.39858 -1.20045 -0.31326 -2.606 -0.498 1.186
H 2.07501 -0.19913 1.65846 -0.114 0.077 0.123
H 0.52508 2.26487 -0.21577 -0.216 0.260 -0.095
H 0.01083 1.13769 -1.48722 0.151 0.082 0.095
H -1.15841 1.22601 1.34025 0.064 -0.098 -0.105
H -1.94982 1.82251 -0.11190 0.279 -0.264 0.036
H -2.01102 -0.39966 -1.10758 0.036 0.037 0.043
H -2.63782 -0.57355 0.52161 0.371 -0.083 -0.120
H -0.83558 -2.35031 -0.24888 -0.719 -0.511 0.146
H -0.48449 -1.53271 1.28990 0.199 -0.069 -0.422
```
Forces are in eV/Å.

=====

Values for energy above the lowest of the compared OMol25 structures with the same formula, charge and spin, kcal/mol, ordered as above
0.0, 41.5